1.
Entry from OMol25: a 11-piece molecular cluster, C21H64O11 overall (wB97M-V/def2-TZVPD).

Output
* E_LUMO: 0.37 eV
* HOMO level: -9.996 eV
* charge: 0
* SMILES string: CCO.CCO.CCO.CCO.CCO.CCO.CCO.CCO.CCO.CCO.CO

Each atom is followed by the atoms it is bonded to, with distances in Å.
Cartesian coordinates (Å):
1 C 0.3280 0.0144 0.1341  O2 1.442, H3 1.090, H4 1.090, H5 1.090
2 O -0.1889 1.3140 -0.2189  C1 1.442, H6 0.960
3 H 0.2941 -0.0772 1.2197  C1 1.090
4 H -0.3965 -0.6690 -0.3087  C1 1.090
5 H 1.3381 -0.1622 -0.2354  C1 1.090
6 H 0.6015 1.8578 -0.2530  O2 0.960
7 C -3.3794 0.7806 4.1153  C8 1.533, H10 1.090, H11 1.090, H12 1.090
8 C -4.6565 -0.0650 4.1696  C7 1.533, O9 1.382, H13 1.090, H14 1.090
9 O -4.8269 -0.5422 5.4557  C8 1.382, H15 0.960
10 H -3.2082 1.1897 3.1197  C7 1.090
11 H -2.4729 0.2866 4.4652  C7 1.090
12 H -3.4721 1.5975 4.8310  C7 1.090
13 H -4.6521 -0.9300 3.5064  C8 1.090
14 H -5.5533 0.5169 3.9566  C8 1.090
15 H -4.8289 0.2208 6.0383  O9 0.960
16 C 4.3578 0.2830 4.5406  C17 1.567, H19 1.090, H20 1.090, H21 1.090
17 C 5.4184 -0.3577 3.5807  C16 1.567, O18 1.440, H22 1.090, H23 1.090
18 O 6.7299 0.2082 3.7646  C17 1.440, H24 0.960
19 H 3.4283 -0.2518 4.3456  C16 1.090
20 H 4.1646 1.3343 4.3275  C16 1.090
21 H 4.7024 0.2259 5.5731  C16 1.090
22 H 5.0963 -0.0844 2.5759  C17 1.090
23 H 5.4153 -1.4406 3.7054  C17 1.090
24 H 7.3893 -0.2630 3.2500  O18 0.960
25 C -1.2653 -4.4351 4.1697  C26 1.560, H28 1.090, H29 1.090, H30 1.090
26 C -0.3439 -5.4412 3.4137  C25 1.560, O27 1.425, H31 1.090, H32 1.090
27 O 0.6573 -4.7596 2.6629  C26 1.425, H33 0.960
28 H -1.9310 -4.9246 4.8805  C25 1.090
29 H -1.9103 -3.9258 3.4537  C25 1.090
30 H -0.7181 -3.6545 4.6982  C25 1.090
31 H -0.9294 -6.0034 2.6862  C26 1.090
32 H 0.1201 -6.1304 4.1192  C26 1.090
33 H 0.3141 -4.6683 1.7710  O27 0.960
34 C -0.6577 6.7316 -1.5321  C35 1.524, H37 1.090, H38 1.090, H39 1.090
35 C -1.4065 8.0198 -1.8533  C34 1.524, O36 1.390, H40 1.090, H41 1.090
36 O -1.2472 8.9574 -0.8389  C35 1.390, H42 0.960
37 H 0.4274 6.8322 -1.5568  C34 1.090
38 H -0.9080 5.9219 -2.2175  C34 1.090
39 H -0.8886 6.4109 -0.5162  C34 1.090
40 H -2.4594 7.8428 -2.0726  C35 1.090
41 H -0.9264 8.3706 -2.7669  C35 1.090
42 H -1.6592 9.7775 -1.1204  O36 0.960
43 C 3.4481 -5.0415 -3.1190  C44 1.551, H46 1.090, H47 1.090, H48 1.090
44 C 2.8586 -6.2886 -3.8275  C43 1.551, O45 1.428, H49 1.090, H50 1.090
45 O 1.7443 -6.8012 -3.0960  C44 1.428, H51 0.960
46 H 3.7514 -5.3898 -2.1317  C43 1.090
47 H 2.6885 -4.2837 -2.9266  C43 1.090
48 H 4.3336 -4.6782 -3.6405  C43 1.090
49 H 3.4922 -7.1755 -3.8206  C44 1.090
50 H 2.6952 -6.1313 -4.8936  C44 1.090
51 H 1.4338 -7.5712 -3.5778  O45 0.960
52 C -0.8760 -0.7495 -6.1112  C53 1.538, H55 1.090, H56 1.090, H57 1.090
53 C 0.2065 -0.8276 -5.0222  C52 1.538, O54 1.460, H58 1.090, H59 1.090
54 O 1.5284 -0.7100 -5.6304  C53 1.460, H60 0.960
55 H -0.8237 0.1966 -6.6499  C52 1.090
56 H -1.8740 -0.7769 -5.6737  C52 1.090
57 H -0.8757 -1.6067 -6.7845  C52 1.090
58 H 0.1291 -1.7740 -4.4870  C53 1.090
59 H 0.0002 -0.0386 -4.2989  C53 1.090
60 H 1.5938 0.1061 -6.1316  O54 0.960
61 C 0.0896 5.7833 4.1153  C62 1.552, H64 1.090, H65 1.090, H66 1.090
62 C 1.4675 6.1246 4.7427  C61 1.552, O63 1.412, H67 1.090, H68 1.090
63 O 2.3829 6.3244 3.6868  C62 1.412, H69 0.960
64 H 0.0445 4.8757 3.5134  C61 1.090
65 H -0.1760 6.5867 3.4283  C61 1.090
66 H -0.6055 5.6841 4.9491  C61 1.090
67 H 1.7625 5.2449 5.3147  C62 1.090
68 H 1.3864 7.0335 5.3388  C62 1.090
69 H 2.2595 7.2137 3.3470  O63 0.960
70 C 4.7263 2.5075 -1.5741  C71 1.495, H73 1.090, H74 1.090, H75 1.090
71 C 4.7631 3.3872 -0.3658  C70 1.495, O72 1.448, H76 1.090, H77 1.090
72 O 3.4273 3.4963 0.1825  C71 1.448, H78 0.960
73 H 4.0318 2.8272 -2.3510  C70 1.090
74 H 4.4411 1.4990 -1.2745  C70 1.090
75 H 5.7149 2.4781 -2.0322  C70 1.090
76 H 5.2454 4.3333 -0.6114  C71 1.090
77 H 5.3485 2.9327 0.4334  C71 1.090
78 H 3.4040 4.0939 0.9334  O72 0.960
79 C -3.3197 -5.6222 -2.9812  C80 1.531, H82 1.090, H83 1.090, H84 1.090
80 C -2.7761 -5.8376 -1.5658  C79 1.531, O81 1.424, H85 1.090, H86 1.090
81 O -1.5822 -5.0716 -1.4356  C80 1.424, H87 0.960
82 H -3.3152 -4.5838 -3.3126  C79 1.090
83 H -4.3359 -6.0164 -2.9806  C79 1.090
84 H -2.7468 -6.1388 -3.7513  C79 1.090
85 H -2.5826 -6.8563 -1.2299  C80 1.090
86 H -3.4878 -5.4816 -0.8210  C80 1.090
87 H -0.9704 -5.6254 -1.9259  O81 0.960
88 C -5.8226 -0.5815 -3.1742  C89 1.534, H91 1.090, H92 1.090, H93 1.090
89 C -4.7345 -0.1962 -2.1634  C88 1.534, O90 1.387, H94 1.090, H95 1.090
90 O -4.4494 1.1569 -2.2714  C89 1.387, H96 0.960
91 H -6.0076 -1.6556 -3.1898  C88 1.090
92 H -5.6151 -0.3604 -4.2212  C88 1.090
93 H -6.7226 -0.0220 -2.9191  C88 1.090
94 H -3.8421 -0.8092 -2.2897  C89 1.090
95 H -5.0054 -0.3972 -1.1269  C89 1.090
96 H -3.7479 1.3066 -1.6333  O90 0.960

2.
Entry from OMol25: a 10-piece molecular cluster, C21H65N3O13 overall (wB97M-V/def2-TZVPD).

Output
* 2S+1: 2
* E_LUMO (spin up / spin down): -2.72 / -8.24 eV
* HOMO level (spin up / spin down): -10.449 / -10.449 eV
* charge: +1
* ⟨S²⟩: 0.7546

Each atom is followed by the atoms it is bonded to, with distances in Å.
Cartesian coordinates (Å):
1 C -6.6430 2.0386 7.1288  O2 1.477, H10 1.090, H11 1.090, H12 1.090
2 O -6.8231 0.5971 6.8623  C1 1.477, C3 1.432
3 C -5.7403 -0.1117 6.2501  O2 1.432, C4 1.551, H13 1.090, H14 1.090
4 C -5.1651 0.6118 5.0048  C3 1.551, N5 1.468, H15 1.090, H16 1.090
5 N -4.2471 -0.2762 4.2804  C4 1.468, C6 1.460, H17 1.010
6 C -3.6183 0.5080 3.2217  N5 1.460, C7 1.550, H18 1.090, H19 1.090
7 C -3.0184 -0.4067 2.1235  C6 1.550, O8 1.441, H20 1.090, H21 1.090
8 O -4.0693 -1.3009 1.7070  C7 1.441, C9 1.437
9 C -3.5043 -2.4203 1.0043  O8 1.437, H22 1.090, H23 1.090, H24 1.090
10 H -5.7855 2.2763 7.7583  C1 1.090
11 H -7.5079 2.5731 7.5217  C1 1.090
12 H -6.5403 2.5725 6.1840  C1 1.090
13 H -5.9413 -1.1730 6.1044  C3 1.090
14 H -4.9611 -0.1267 7.0122  C3 1.090
15 H -4.5795 1.4746 5.3221  C4 1.090
16 H -6.0272 0.8635 4.3871  C4 1.090
17 H -4.6388 -1.1661 4.0070  N5 1.010
18 H -3.0194 1.3826 3.4752  C6 1.090
19 H -4.4738 0.8724 2.6529  C6 1.090
20 H -2.2135 -0.9404 2.6290  C7 1.090
21 H -2.6430 0.0408 1.2032  C7 1.090
22 H -2.8125 -2.1121 0.2204  C9 1.090
23 H -4.2130 -3.1495 0.6119  C9 1.090
24 H -2.9733 -3.0297 1.7355  C9 1.090
25 C 2.2923 0.6078 -2.3752  O26 1.440, H34 1.090, H35 1.090, H36 1.090
26 O 2.6456 -0.5263 -1.5617  C25 1.440, C27 1.437
27 C 4.0629 -0.5817 -1.3321  O26 1.437, C28 1.562, H37 1.090, H38 1.090
28 C 4.5943 -1.7354 -0.4224  C27 1.562, N29 1.474, H39 1.090, H40 1.090
29 N 4.6833 -3.0582 -1.0673  C28 1.474, C30 1.469, H41 1.010
30 C 3.3301 -3.5894 -1.2786  N29 1.469, C31 1.546, H42 1.090, H43 1.090
31 C 3.2000 -4.9806 -1.9403  C30 1.546, O32 1.403, H44 1.090, H45 1.090
32 O 3.3040 -4.7539 -3.3206  C31 1.403, C33 1.424
33 C 3.1834 -5.8735 -4.1926  O32 1.424, H46 1.090, H47 1.090, H48 1.090
34 H 2.2931 1.5447 -1.8181  C25 1.090
35 H 1.2230 0.5346 -2.5738  C25 1.090
36 H 2.8276 0.6934 -3.3208  C25 1.090
37 H 4.3923 0.4082 -1.0162  C27 1.090
38 H 4.5250 -0.7134 -2.3104  C27 1.090
39 H 4.0579 -1.7757 0.5256  C28 1.090
40 H 5.6024 -1.5178 -0.0694  C28 1.090
41 H 5.0902 -3.6460 -0.3539  N29 1.010
42 H 2.8809 -2.8258 -1.9136  C30 1.090
43 H 2.6785 -3.6287 -0.4057  C30 1.090
44 H 2.2741 -5.4391 -1.5929  C31 1.090
45 H 4.0033 -5.6252 -1.5835  C31 1.090
46 H 3.4000 -5.7731 -5.2561  C33 1.090
47 H 2.1230 -6.1252 -4.2087  C33 1.090
48 H 3.5928 -6.8132 -3.8217  C33 1.090
49 C -0.4565 3.4879 -10.4754  O50 1.443, H58 1.090, H59 1.090, H60 1.090
50 O -0.6028 2.4402 -9.4941  C49 1.443, C51 1.422
51 C -0.3629 2.8125 -8.1424  O50 1.422, C52 1.557, H61 1.090, H62 1.090
52 C -0.6518 1.6240 -7.1786  C51 1.557, N53 1.452, H63 1.090, H64 1.090
53 N -0.2380 1.7786 -5.7959  C52 1.452, C54 1.462, H65 1.010
54 C -0.9550 2.8564 -5.1165  N53 1.462, C55 1.557, H66 1.090, H67 1.090
55 C -0.8885 2.7252 -3.5665  C54 1.557, O56 1.436, H68 1.090, H69 1.090
56 O -1.8155 1.7369 -3.0923  C55 1.436, C57 1.460
57 C -1.7364 1.6930 -1.6352  O56 1.460, H70 1.090, H71 1.090, H72 1.090
58 H -1.0501 4.3985 -10.3945  C49 1.090
59 H -0.8172 3.2234 -11.4694  C49 1.090
60 H 0.5792 3.7888 -10.6335  C49 1.090
61 H -1.0557 3.6147 -7.8880  C51 1.090
62 H 0.5672 3.3800 -8.1115  C51 1.090
63 H -0.1802 0.7318 -7.5903  C52 1.090
64 H -1.7272 1.4463 -7.1682  C52 1.090
65 H -0.3931 0.9316 -5.2680  N53 1.010
66 H -1.9956 2.8236 -5.4393  C54 1.090
67 H -0.5731 3.8701 -5.2375  C54 1.090
68 H -1.1103 3.7013 -3.1351  C55 1.090
69 H 0.1447 2.4937 -3.3076  C55 1.090
70 H -2.5072 2.3326 -1.2052  C57 1.090
71 H -0.7288 2.0324 -1.3950  C57 1.090
72 H -1.8250 0.6913 -1.2148  C57 1.090
73 C 0.9406 0.0617 1.2795  O74 1.407, H75 1.090, H76 1.090, H77 1.090
74 O 0.9374 -1.1541 0.5723  C73 1.407, H78 0.960
75 H 1.9783 0.2170 1.5746  C73 1.090
76 H 0.5035 0.7737 0.5794  C73 1.090
77 H 0.2057 0.0310 2.0839  C73 1.090
78 H 1.3686 -1.0167 -0.2744  O74 0.960
79 C -0.9228 -0.6286 5.7119  O80 1.406, H81 1.090, H82 1.090, H83 1.090
80 O -2.1638 -0.7671 6.3584  C79 1.406, H84 0.960
81 H -0.6268 0.4172 5.7948  C79 1.090
82 H -0.1686 -1.3203 6.0871  C79 1.090
83 H -0.9938 -0.9001 4.6586  C79 1.090
84 H -2.8120 -0.6276 5.6643  O80 0.960
85 C 4.8572 -0.2168 3.0716  O86 1.384, H87 1.090, H88 1.090, H89 1.090
86 O 5.9046 0.1777 2.2569  C85 1.384, H90 0.960
87 H 5.1937 -0.6559 4.0108  C85 1.090
88 H 4.0682 0.5215 3.2153  C85 1.090
89 H 4.3149 -1.0616 2.6472  C85 1.090
90 H 6.5587 -0.5192 2.1664  O86 0.960
91 O 0.4749 2.5771 3.6574  H92 0.957, H93 0.957
92 H 1.3337 2.5274 3.2377  O91 0.957
93 H -0.1490 2.4409 2.9443  O91 0.957
94 O 2.2960 3.0725 1.5593  H95 0.957, H96 0.957
95 H 1.6994 3.7024 1.1550  O94 0.957
96 H 3.1511 3.2735 1.1790  O94 0.957
97 O 2.0318 0.6291 4.6299  H98 0.957, H99 0.957
98 H 2.3192 0.7237 5.5380  O97 0.957
99 H 1.2773 1.2134 4.5548  O97 0.957
100 O 1.8828 -3.2239 2.2300  H101 0.957, H102 0.957
101 H 2.2220 -2.7475 2.9877  O100 0.957
102 H 1.5960 -2.5397 1.6251  O100 0.957